C30H52N11Pd | ωB97M-V with the def2-TZVPD basis set

## Properties
- 2S+1 = 1
- net charge = -1
- HOMO level (spin up / spin down) (eV) = -0.14 / -0.27
- E (a.u.) = -1904.1406
- orbital gap (spin up / spin down) (eV) = 2.288 / 2.407

Each line ends with the Löwdin charge.
Atoms and positions in Å:
Pd (-0.86, 0.77, 0.88)  0.539
C (-0.37, -4.08, -0.30)  -0.038
N (-0.44, -2.60, -0.40)  -0.134
C (0.73, -1.86, -0.11)  -0.118
C (-1.50, -1.93, -0.94)  -0.366
N (-1.75, -0.62, -0.71)  0.013
C (-2.44, 0.15, -1.75)  -0.230
C (-1.86, 1.56, -2.05)  -0.174
N (-0.92, 2.13, -1.02)  -0.201
C (0.25, 2.54, -1.75)  -0.237
C (1.12, 1.47, -2.35)  -0.242
N (2.14, 2.03, -3.18)  0.104
C (2.91, 1.22, -3.86)  -0.375
N (3.85, 1.81, -4.70)  -0.156
C (4.76, 1.14, -5.65)  -0.045
C (4.11, 3.17, -4.40)  -0.118
N (2.74, -0.15, -4.03)  -0.232
C (3.36, -1.00, -3.08)  -0.070
C (2.12, -0.65, -5.24)  -0.070
C (-1.55, 3.36, -0.35)  -0.194
C (-0.74, 3.72, 0.81)  -0.309
N (-0.31, 2.60, 1.61)  -0.093
C (0.22, 2.52, 2.86)  -0.448
N (-0.64, 2.35, 3.89)  -0.163
C (-2.06, 2.64, 3.70)  -0.079
C (-0.24, 1.46, 4.98)  -0.078
N (1.57, 2.58, 3.13)  -0.164
C (1.99, 3.59, 4.15)  -0.069
C (2.63, 2.06, 2.33)  -0.096
N (-2.32, -2.67, -1.75)  -0.182
C (-3.76, -2.82, -1.67)  -0.071
C (-1.78, -3.52, -2.84)  -0.072
H (-1.38, -4.37, 0.00)  0.096
H (0.28, -4.26, 0.55)  0.080
H (0.11, -4.52, -1.18)  0.071
H (0.61, -1.18, 0.73)  0.015
H (1.05, -1.27, -0.95)  0.047
H (1.64, -2.43, 0.18)  0.089
H (-3.52, 0.31, -1.40)  0.108
H (-2.54, -0.44, -2.63)  0.082
H (-2.73, 2.20, -2.15)  0.099
H (-1.49, 1.44, -3.07)  0.094
H (0.89, 3.06, -0.91)  0.147
H (-0.01, 3.26, -2.54)  0.116
H (0.50, 0.70, -2.96)  0.135
H (1.41, 0.85, -1.55)  0.072
H (5.40, 0.37, -5.18)  0.086
H (5.30, 1.91, -6.13)  0.050
H (4.25, 0.56, -6.51)  0.083
H (3.16, 3.74, -4.20)  0.092
H (4.68, 3.58, -5.25)  0.080
H (4.72, 3.31, -3.49)  0.089
H (4.47, -0.87, -3.10)  0.084
H (3.08, -2.03, -3.42)  0.093
H (3.00, -0.73, -2.08)  0.070
H (1.69, -1.75, -5.12)  0.119
H (2.87, -0.71, -6.00)  0.031
H (1.29, 0.05, -5.52)  0.104
H (-2.61, 3.09, -0.04)  0.134
H (-1.69, 4.12, -1.08)  0.097
H (-1.34, 4.42, 1.46)  0.101
H (0.10, 4.39, 0.54)  0.098
H (-2.60, 1.94, 3.02)  0.067
H (-2.16, 3.66, 3.24)  0.064
H (-2.59, 2.71, 4.75)  0.104
H (-1.16, 0.95, 5.34)  0.082
H (0.18, 1.95, 5.86)  0.061
H (0.38, 0.71, 4.54)  0.068
H (1.27, 3.75, 5.00)  0.082
H (2.17, 4.61, 3.70)  0.081
H (2.89, 3.21, 4.58)  0.054
H (2.35, 1.51, 1.47)  0.044
H (3.31, 1.38, 2.91)  0.090
H (3.25, 2.91, 2.01)  0.075
H (-4.11, -2.93, -2.69)  0.073
H (-4.21, -1.94, -1.18)  0.087
H (-4.09, -3.69, -1.11)  0.078
H (-2.07, -4.54, -2.70)  0.070
H (-0.67, -3.48, -2.87)  0.085
H (-2.13, -3.10, -3.79)  0.079
N (-4.03, -6.06, 7.27)  0.099
C (-3.54, -5.40, 6.41)  -0.220
C (-2.91, -4.64, 5.41)  -0.295
C (-1.61, -4.17, 5.53)  -0.053
C (-1.16, -3.12, 4.76)  -0.063
C (-1.90, -2.59, 3.71)  -0.287
C (-3.15, -3.18, 3.54)  -0.059
C (-3.71, -4.12, 4.39)  -0.045
C (-1.48, -1.36, 3.10)  -0.149
C (-1.08, -0.50, 2.30)  -0.205
H (-0.86, -4.57, 6.25)  0.124
H (-0.26, -2.65, 5.00)  0.090
H (-3.70, -2.69, 2.70)  0.119
H (-4.75, -4.38, 4.31)  0.104